# 1
{
  "formula": "C25H23ClN2O2PPr",
  "method": "ωB97M-V/def2-TZVPD",
  "species": ["Pr", "Cl", "C", "O", "P", "C", "C", "C", "C", "C", "C", "C", "C", "H", "H", "H", "H", "H", "C", "C", "C", "C", "C", "H", "H", "H", "H", "H", "C", "C", "C", "C", "C", "H", "H", "H", "H", "H", "H", "H", "N", "C", "O", "C", "C", "C", "C", "N", "C", "H", "H", "H", "H", "H", "H"],
  "coordinates": [[-1.163, -0.440, 0.012], [-1.600, 0.671, 1.995], [-0.319, -1.345, -1.819], [0.033, -1.936, -2.891], [1.391, 0.664, 0.137], [2.252, -0.034, 1.496], [2.346, 0.502, -1.317], [0.994, 2.383, 0.427], [2.705, 1.650, -2.028], [3.563, 1.534, -3.115], [4.060, 0.286, -3.497], [3.688, -0.856, -2.780], [2.830, -0.752, -1.692], [2.321, 2.622, -1.725], [3.849, 2.428, -3.670], [4.733, 0.201, -4.350], [4.070, -1.835, -3.073], [2.536, -1.646, -1.140], [1.640, -0.646, 2.603], [2.429, -1.092, 3.656], [3.819, -0.944, 3.611], [4.416, -0.343, 2.501], [3.630, 0.112, 1.442], [0.552, -0.751, 2.641], [1.960, -1.563, 4.523], [4.435, -1.300, 4.437], [5.499, -0.228, 2.455], [4.100, 0.569, 0.573], [1.824, 3.084, 1.292], [1.629, 4.453, 1.462], [0.611, 5.115, 0.773], [-0.224, 4.401, -0.089], [-0.047, 3.031, -0.261], [2.609, 2.564, 1.834], [2.278, 5.005, 2.143], [0.463, 6.186, 0.914], [-1.026, 4.912, -0.625], [-0.715, 2.458, -0.916], [-1.299, -0.728, 4.798], [-1.596, -0.031, 4.752], [-6.858, -3.245, -2.849], [-5.634, -2.588, -2.773], [-5.117, -2.130, -3.794], [-4.943, -2.440, -1.439], [-5.435, -2.919, -0.234], [-4.738, -2.749, 0.944], [-3.520, -2.088, 0.920], [-3.037, -1.616, -0.245], [-3.709, -1.771, -1.416], [-7.273, -3.317, -3.757], [-7.319, -3.632, -2.068], [-6.392, -3.448, -0.185], [-5.125, -3.125, 1.890], [-2.941, -1.936, 1.845], [-3.236, -1.354, -2.328]],
  "spin_multiplicity": 3,
  "homo_lumo_gap_ev": [5.37, 5.34],
  "total_charge": 2,
  "homo_energy_ev": [-13.9564, -13.9118],
  "s2": 2.007,
  "lumo_energy_ev": [-8.59, -8.57]
}



# 2
{
  "formula": "C25H23KN8O2S5",
  "method": "ωB97M-V/def2-TZVPD",
  "species": ["K", "N", "C", "C", "C", "C", "C", "C", "S", "O", "O", "N", "C", "N", "C", "C", "C", "N", "H", "H", "H", "H", "H", "H", "H", "H", "H", "C", "C", "C", "C", "N", "C", "C", "C", "C", "C", "C", "N", "H", "H", "H", "H", "H", "H", "H", "H", "S", "S", "S", "S", "N", "C", "C", "C", "C", "C", "N", "H", "H", "H", "H", "H", "H"],
  "coordinates": [[-0.157, 0.101, 0.067], [-4.800, 3.621, 7.178], [-4.006, 3.520, 6.012], [-4.134, 4.457, 4.990], [-3.341, 4.368, 3.856], [-2.405, 3.357, 3.743], [-2.264, 2.425, 4.759], [-3.062, 2.505, 5.888], [-1.380, 3.209, 2.293], [-0.015, 3.342, 2.780], [-1.819, 4.244, 1.376], [-1.549, 1.737, 1.763], [-2.768, 1.296, 1.327], [-2.736, 0.141, 0.633], [-3.865, -0.306, 0.122], [-5.076, 0.356, 0.309], [-5.017, 1.512, 1.062], [-3.893, 2.002, 1.568], [-5.708, 4.020, 6.992], [-4.906, 2.732, 7.645], [-4.874, 5.246, 5.078], [-3.452, 5.065, 3.036], [-1.550, 1.616, 4.650], [-2.965, 1.761, 6.671], [-3.776, -1.225, -0.448], [-6.003, -0.015, -0.105], [-5.918, 2.089, 1.267], [3.822, -0.443, -2.945], [3.670, 0.427, -4.010], [2.564, 1.259, -4.047], [1.630, 1.199, -3.014], [1.803, 0.385, -1.974], [2.859, -0.415, -1.946], [0.382, 2.027, -3.030], [-0.011, 2.743, -4.159], [-1.197, 3.457, -4.121], [-1.961, 3.439, -2.969], [-1.499, 2.697, -1.890], [-0.363, 2.014, -1.928], [4.658, -1.126, -2.881], [4.401, 0.458, -4.808], [2.440, 1.948, -4.870], [2.934, -1.066, -1.082], [0.579, 2.731, -5.064], [-1.524, 4.012, -4.992], [-2.897, 3.977, -2.898], [-2.058, 2.654, -0.961], [-1.255, -2.308, 2.591], [-1.954, -3.189, 0.869], [-0.475, -3.018, -0.605], [-1.268, -1.902, -2.174], [1.079, 0.635, 3.333], [2.257, 0.078, 2.930], [3.496, 0.513, 3.447], [4.636, -0.166, 3.086], [4.551, -1.264, 2.229], [3.295, -1.589, 1.743], [2.188, -0.928, 2.054], [1.037, 1.643, 3.427], [0.254, 0.269, 2.869], [3.528, 1.354, 4.127], [5.597, 0.146, 3.482], [5.424, -1.835, 1.944], [3.159, -2.418, 1.052]],
  "relative_energy_kcal_mol": 14.36,
  "homo_lumo_gap_ev": 3.68,
  "total_charge": -2,
  "homo_energy_ev": 0.2281,
  "lumo_energy_ev": 3.91
}



# 3
{
  "formula": "C25H23NOS2",
  "method": "ωB97M-V/def2-TZVPD",
  "species": ["C", "C", "C", "N", "C", "S", "S", "C", "H", "H", "H", "H", "H", "H", "H", "H", "C", "O", "C", "C", "C", "C", "C", "C", "C", "C", "C", "C", "C", "C", "C", "C", "C", "C", "C", "C", "C", "H", "H", "H", "H", "H", "H", "H", "H", "H", "H", "H", "H", "H", "H", "H"],
  "coordinates": [[-2.384, 0.870, -4.372], [-3.126, 2.175, -4.001], [-3.512, 2.036, -2.513], [-2.978, 0.736, -2.036], [-2.879, 0.353, -0.723], [-3.524, 1.325, 0.474], [-2.118, -1.078, -0.325], [-2.661, -0.103, -3.217], [-2.714, 0.466, -5.339], [-1.305, 1.050, -4.454], [-2.490, 3.054, -4.175], [-4.020, 2.305, -4.625], [-3.090, 2.833, -1.895], [-4.597, 2.030, -2.377], [-3.534, -0.731, -3.421], [-1.811, -0.754, -2.995], [4.013, -5.549, 1.819], [2.643, -5.332, 2.079], [2.189, -4.080, 1.713], [0.918, -3.672, 2.168], [0.452, -2.406, 1.963], [1.216, -1.456, 1.255], [0.807, -0.078, 1.130], [1.213, 0.831, 0.084], [0.769, 2.130, 0.411], [1.067, 3.214, -0.408], [1.775, 2.988, -1.568], [2.158, 1.701, -1.939], [1.891, 0.624, -1.128], [0.045, 2.051, 1.660], [0.068, 0.706, 2.098], [-0.507, 0.389, 3.337], [-1.097, 1.383, 4.082], [-1.111, 2.704, 3.636], [-0.542, 3.050, 2.431], [2.444, -1.898, 0.718], [2.924, -3.154, 0.946], [4.314, -6.489, 2.286], [4.179, -5.609, 0.741], [4.607, -4.741, 2.253], [0.325, -4.382, 2.715], [-0.530, -2.136, 2.308], [0.767, 4.206, -0.121], [2.040, 3.818, -2.197], [2.661, 1.546, -2.879], [2.161, -0.369, -1.437], [-0.454, -0.612, 3.719], [-1.537, 1.145, 5.036], [-1.546, 3.470, 4.256], [-0.503, 4.076, 2.102], [3.038, -1.199, 0.163], [3.885, -3.437, 0.560]],
  "homo_lumo_gap_ev": 3.63,
  "homo_energy_ev": -6.2606,
  "lumo_energy_ev": -2.63
}



# 4
{
  "formula": "C25H24BrN3O4S",
  "method": "ωB97M-V/def2-TZVPD",
  "species": ["C", "C", "C", "C", "C", "C", "C", "C", "C", "N", "C", "S", "C", "C", "C", "C", "O", "O", "C", "C", "C", "C", "C", "O", "C", "C", "O", "C", "Br", "C", "C", "N", "C", "N", "H", "H", "H", "H", "H", "H", "H", "H", "H", "H", "H", "H", "H", "H", "H", "H", "H", "H", "H", "H", "H", "H", "H", "H"],
  "coordinates": [[-1.836, -3.878, -0.736], [-2.143, -3.431, -2.006], [-1.734, -2.218, -2.585], [-0.968, -1.157, -1.660], [-1.929, -0.538, -0.765], [-3.010, 0.118, -0.938], [-3.812, 0.470, -0.036], [-3.547, 0.158, 1.280], [-4.325, 0.857, 2.343], [-4.909, 1.043, 3.383], [-2.185, -0.461, 1.698], [-1.909, -1.016, 3.147], [-0.285, 0.162, 3.480], [0.521, 0.167, 2.295], [0.645, 0.810, 1.147], [-0.180, 1.693, 0.703], [-0.348, 2.322, -0.334], [-0.872, 2.247, 1.786], [-1.882, 3.406, 1.240], [-1.216, 4.864, 1.282], [1.455, 0.092, 0.303], [2.193, 0.471, -0.854], [3.121, -0.291, -1.565], [3.659, -0.053, -2.838], [4.125, 1.135, -3.003], [4.756, 1.189, -4.456], [4.139, 2.235, -2.367], [3.761, -1.491, -0.645], [4.932, -2.530, -1.547], [3.115, -1.842, 0.557], [2.218, -0.983, 1.143], [1.265, -1.209, 2.008], [1.471, -2.060, 3.213], [-1.498, -0.933, 0.653], [-1.347, -3.257, -0.160], [-2.091, -4.883, -0.508], [-2.465, -4.178, -2.568], [-2.435, -1.578, -3.010], [-0.893, -2.268, -3.311], [-0.122, -1.727, -1.191], [-0.753, -0.359, -2.194], [-3.149, 0.116, -1.943], [-4.651, 0.994, -0.269], [0.184, -0.234, 4.346], [-0.868, 1.096, 3.449], [-2.872, 3.505, 2.063], [-2.463, 3.094, 0.197], [-1.963, 5.431, 0.982], [-1.000, 5.007, 2.339], [-0.530, 4.891, 0.622], [1.763, 1.323, -1.478], [5.409, 0.154, -4.415], [5.058, 2.076, -4.805], [4.044, 0.913, -4.904], [3.510, -2.536, 1.087], [2.074, -1.492, 4.043], [0.500, -2.596, 3.480], [2.269, -2.841, 2.821]],
  "relative_energy_kcal_mol": 380.97,
  "homo_lumo_gap_ev": 7.05,
  "smiles": "C=CCCc1ccc(C#N)c(SCc2c(C(=O)OCC)c3cc(OC(C)=O)c(Br)cc3n2C)n1",
  "homo_energy_ev": -7.9556,
  "lumo_energy_ev": -0.91
}